Below is C20H43N2O5S4 as an isolated structure, with properties calculated with ωB97M-V with the def2-TZVPD basis set.

Highest occupied orbital energy (eV): -5.92
Total charge: -1
Kohn-Sham gap (eV): 8.26
Strongest force on any atom (eV/Å): 0.8
Energy (hartree): -2866.33949
LUMO (eV): 2.34

```
74
C20H43N2O5S4 ωB97M-V with the def2-TZVPD basis set
O 0.493 1.399 1.029
S -0.335 2.284 0.229
O -1.694 2.472 0.677
N 0.390 3.651 -0.037
S 1.088 3.957 -1.422
O 0.199 3.768 -2.554
O 1.759 5.227 -1.305
C 2.405 2.727 -1.598
C 2.064 1.533 -2.497
C 2.363 0.165 -1.879
S 4.052 0.090 -1.238
C 3.855 -0.689 0.336
S 2.576 -1.631 0.744
N 4.902 -0.476 1.222
C 4.485 -0.051 2.565
C 3.839 1.330 2.485
O 4.415 2.142 1.470
C 5.752 1.874 1.133
C 6.020 0.377 0.828
H -0.432 1.676 -0.980
H 2.635 2.416 -0.579
H 3.254 3.289 -1.983
H 2.577 1.636 -3.456
H 0.997 1.546 -2.723
H 1.697 -0.058 -1.045
H 2.238 -0.616 -2.627
H 3.780 -0.764 2.986
H 5.383 -0.053 3.189
H 2.783 1.236 2.229
H 3.899 1.826 3.463
H 5.953 2.471 0.244
H 6.437 2.222 1.919
H 6.277 0.209 -0.215
H 6.880 0.042 1.415
C -6.656 0.666 4.025
C -5.328 0.023 4.408
C -4.547 0.815 5.457
C -4.140 2.225 5.021
C -3.305 2.284 3.742
C -1.972 1.554 3.837
H -6.509 1.652 3.583
H -7.192 0.057 3.294
H -7.300 0.783 4.900
H -4.715 -0.110 3.514
H -5.516 -0.981 4.799
H -3.654 0.249 5.731
H -5.153 0.888 6.368
H -3.574 2.686 5.838
H -5.037 2.840 4.894
H -3.115 3.331 3.497
H -3.874 1.884 2.899
H -1.360 1.963 4.646
H -1.424 1.657 2.904
H -2.105 0.485 4.026
C 0.789 -3.058 -2.740
C 0.235 -2.508 -4.050
C -1.289 -2.569 -4.141
C -1.880 -3.978 -4.075
C -1.364 -4.942 -5.142
C -1.678 -4.499 -6.567
H 0.549 -4.115 -2.611
H 1.876 -2.966 -2.700
H 0.387 -2.515 -1.883
H 0.684 -3.042 -4.894
H 0.541 -1.464 -4.159
H -1.611 -2.079 -5.065
H -1.714 -1.976 -3.325
H -2.969 -3.903 -4.164
H -1.689 -4.408 -3.088
H -1.809 -5.926 -4.967
H -0.284 -5.076 -5.031
H -2.755 -4.387 -6.710
H -1.317 -5.227 -7.295
H -1.210 -3.541 -6.802
```